Molecular formula: C9H21IN3O3
Method: DFT, the ωB97M-V functional and the def2-TZVPD basis

XYZ file:
```
37
Properties=species:S:1:pos:R:3
I 0.116 -0.164 0.487
O -3.676 2.307 3.400
O -0.908 -0.554 -3.029
O 2.089 -3.448 -1.096
N -1.675 2.044 2.589
N -0.742 1.633 -2.617
N 3.018 -2.621 0.792
C 2.971 -3.446 -0.255
C -1.147 3.001 -2.885
C 3.973 -4.525 -0.414
C -1.226 0.577 -3.304
C -2.061 0.871 -4.565
C -1.527 3.381 2.090
C -2.757 1.609 3.163
C -2.885 0.171 3.628
C 4.038 -2.583 1.849
H -0.966 1.375 2.325
H -0.960 3.391 -3.886
H 4.809 -3.266 1.493
H 3.496 -5.319 -0.989
H -2.698 -0.630 2.912
H 2.158 -2.116 0.949
H -2.254 3.541 1.294
H 3.716 -2.702 2.884
H -3.901 0.003 3.987
H -1.646 1.495 -5.356
H 4.297 -1.538 2.020
H -2.156 -0.072 -5.103
H -0.541 3.547 1.656
H 4.835 -4.028 -0.858
H 4.345 -5.001 0.493
H -1.767 4.029 2.932
H -0.613 3.550 -2.110
H -0.112 1.454 -1.849
H -3.099 1.117 -4.345
H -2.318 -0.170 4.494
H -2.229 3.086 -2.777
```

Its HOMO energy is -4.165 eV. As for the lowest unoccupied orbital energy: 3.0376 eV. Its total charge is -1. The calculation puts the total energy at -28389.9551 eV. The HOMO-LUMO gap is 7.203 eV. The relative energy (zero: lowest compared OMol25 entry of this formula, charge and spin) comes out at 59.7 kcal/mol. Its spin multiplicity is 1.

Here are the Mulliken charges for atoms 1 to 6, given in e: atom 1 (I): -0.74, atom 2 (O): -0.65, atom 3 (O): -0.57, atom 4 (O): -0.61, atom 5 (N): -0.05, atom 6 (N): -0.02

Molecular formula: C9H21INOP2STl
Method: DFT, the ωB97M-V functional and the def2-TZVPD basis

XYZ file:
```
37
Properties=species:S:1:pos:R:3
Tl 2.203 2.379 -1.893
I 2.871 1.661 0.759
S -0.719 -1.328 1.902
P -1.193 1.601 0.139
P 1.398 -1.355 -0.444
O 1.160 0.788 3.979
N -2.785 -3.240 2.169
C -1.725 2.849 -1.110
C 1.941 2.912 -3.996
C -1.915 -2.443 2.073
C 2.421 -1.415 -1.976
C 2.777 -1.814 0.712
C -1.137 2.689 1.614
C 0.569 -2.983 -0.713
C -2.828 0.816 0.450
C 1.369 0.266 2.977
H -2.926 -0.037 -0.235
H -1.358 2.110 2.523
H -1.882 3.495 1.500
H 1.288 -3.707 -1.112
H 0.092 -3.386 0.198
H 1.467 3.896 -4.089
H 3.229 -2.742 0.340
H -0.130 3.124 1.706
H -0.212 -2.823 -1.472
H 2.984 -2.352 -1.943
H -2.027 2.348 -2.039
H -2.885 0.438 1.480
H 2.403 -1.950 1.733
H 3.124 -0.576 -2.067
H 1.329 2.110 -4.460
H -2.589 3.412 -0.733
H 3.523 -1.002 0.734
H 1.775 -1.448 -2.863
H 2.919 2.974 -4.470
H -0.912 3.555 -1.333
H -3.643 1.528 0.259
```

Its HOMO energy (spin up / spin down) is -14.893 / -15.415 eV. As for the lowest unoccupied orbital energy (spin up / spin down): -10.1163 / -9.1310 eV. Its total charge is +2. The calculation puts the total energy at -55397.6667 eV. The HOMO-LUMO gap (spin up / spin down) is 4.777 / 6.283 eV. Its spin multiplicity is 1.

Here are the Mulliken charges for atoms 1 to 6, given in e: atom 1 (Tl): 0.96, atom 2 (I): 0.13, atom 3 (S): 0.12, atom 4 (P): 0.77, atom 5 (P): 0.78, atom 6 (O): -0.17

Molecular formula: C9H21ISi
Method: DFT, the ωB97M-V functional and the def2-TZVPD basis

XYZ file:
```
32
Properties=species:S:1:pos:R:3
I 2.593 0.451 -0.087
Si 0.044 0.504 0.094
C -0.356 1.882 2.638
C -2.258 0.362 -1.528
C 1.817 -3.042 -1.609
C -0.710 0.384 -1.657
C -0.575 1.987 1.125
C -0.062 1.510 -2.559
C -0.134 3.346 0.621
C 0.944 -3.026 -0.418
C 1.577 -3.240 0.903
H 2.365 -3.937 0.852
H 1.445 -2.462 -2.410
H 1.888 -4.126 -1.926
H 1.905 -2.295 1.233
H 0.864 -3.682 1.679
H -0.873 2.672 3.128
H 0.637 2.063 2.901
H -1.675 1.846 0.895
H -0.051 1.250 -3.656
H -2.601 -0.164 -0.703
H -2.672 -0.057 -2.367
H -2.507 1.475 -1.453
H 0.897 3.468 0.803
H 1.012 1.540 -2.158
H -0.791 0.915 3.090
H -0.636 4.043 1.093
H -0.075 -2.864 -0.571
H -0.323 -0.706 -2.036
H -0.730 2.357 -2.522
H 2.895 -2.673 -1.479
H -0.066 3.450 -0.522
```

Its HOMO energy (spin up / spin down) is -7.170 / -7.275 eV. As for the lowest unoccupied orbital energy (spin up / spin down): -0.7722 / 0.6258 eV. The calculation puts the total energy at -25648.5960 eV. The HOMO-LUMO gap (spin up / spin down) is 6.398 / 7.901 eV. Its spin multiplicity is 1.

Here are the Mulliken charges for atoms 1 to 6, given in e: atom 1 (I): -0.27, atom 2 (Si): -0.27, atom 3 (C): -1.65, atom 4 (C): -1.65, atom 5 (C): -1.03, atom 6 (C): 0.86

Molecular formula: C9H21N3O8S
Method: DFT, the ωB97M-V functional and the def2-TZVPD basis

XYZ file:
```
42
Properties=species:S:1:pos:R:3
S 27.901 24.752 -17.995
O 29.725 23.988 -14.516
O 26.046 22.485 -14.387
O 26.415 24.701 -18.103
O 27.237 20.644 -14.179
O 32.885 24.063 -13.179
O 28.490 26.253 -17.502
O 28.539 23.984 -16.629
O 28.631 24.353 -19.191
N 29.011 24.573 -12.472
N 31.577 22.678 -14.350
N 27.085 21.823 -14.493
C 32.015 23.906 -14.037
C 28.412 25.895 -12.828
C 29.609 23.712 -13.329
C 30.662 22.572 -15.414
C 29.773 26.007 -16.846
C 28.324 22.416 -15.079
C 28.868 24.147 -11.064
C 29.509 24.771 -15.922
C 31.893 21.375 -13.696
H 27.329 25.964 -12.734
H 28.214 23.463 -15.360
H 30.067 26.772 -16.127
H 29.663 22.386 -15.021
H 32.126 20.635 -14.461
H 28.694 21.702 -15.815
H 29.192 24.961 -14.897
H 29.278 24.921 -10.415
H 32.735 21.384 -13.004
H 30.609 23.413 -16.105
H 31.019 20.972 -13.185
H 30.000 22.783 -12.886
H 27.834 24.275 -10.740
H 28.754 26.642 -12.112
H 29.321 23.218 -10.720
H 31.505 24.751 -14.524
H 30.478 24.282 -15.825
H 28.503 26.241 -13.857
H 30.994 21.675 -15.937
H 30.616 25.799 -17.505
H 28.897 22.468 -14.153
```

Its HOMO energy is -8.021 eV. As for the lowest unoccupied orbital energy: -0.3461 eV. The calculation puts the total energy at -41335.3088 eV. The HOMO-LUMO gap is 7.674 eV. Its spin multiplicity is 1.

Here are the Mulliken charges for atoms 1 to 6, given in e: atom 1 (S): 1.05, atom 2 (O): -1.48, atom 3 (O): -0.61, atom 4 (O): -0.55, atom 5 (O): -0.62, atom 6 (O): -0.68

Molecular formula: C9H21N4
Method: DFT, the ωB97M-V functional and the def2-TZVPD basis

XYZ file:
```
34
Properties=species:S:1:pos:R:3
N 0.340 -2.040 -0.552
N 1.455 0.627 0.417
N -0.715 1.606 0.451
N -1.894 -1.047 -0.472
C 1.722 -1.838 -0.107
C 0.218 0.824 -0.238
C -2.096 1.465 0.063
C 2.284 -0.406 -0.213
C 0.221 0.973 -1.745
C -2.721 0.046 0.129
C -0.542 -1.166 0.146
C 2.181 1.859 0.700
C -0.564 -1.433 1.627
H 0.510 0.055 -2.255
H -1.757 -0.858 -1.473
H 2.477 2.392 -0.212
H -1.398 -0.958 2.129
H -2.927 -0.226 1.163
H 2.504 -0.166 -1.262
H -3.673 0.083 -0.404
H 0.349 -1.041 2.069
H 2.354 -2.493 -0.710
H -0.559 1.564 1.450
H 3.235 -0.413 0.321
H 1.552 2.514 1.296
H 0.283 -1.932 -1.561
H -2.416 -1.935 -0.394
H 0.956 1.735 -2.010
H 3.077 1.622 1.268
H -0.731 1.307 -2.139
H -2.209 1.859 -0.949
H -2.693 2.101 0.719
H 1.784 -2.179 0.925
H -0.607 -2.503 1.823
```

Its HOMO energy is -10.682 eV. As for the lowest unoccupied orbital energy: -2.8868 eV. Its total charge is +1. The calculation puts the total energy at -15626.1148 eV. The HOMO-LUMO gap is 7.795 eV. The relative energy (zero: lowest compared OMol25 entry of this formula, charge and spin) comes out at 30.9 kcal/mol. Its spin multiplicity is 1.

Here are the Mulliken charges for atoms 1 to 6, given in e: atom 1 (N): -0.31, atom 2 (N): 0.09, atom 3 (N): -0.21, atom 4 (N): 0.14, atom 5 (C): -0.91, atom 6 (C): 0.64

Molecular formula: C9H21NO2
Method: DFT, the ωB97M-V functional and the def2-TZVPD basis

XYZ file:
```
33
Properties=species:S:1:pos:R:3
O -0.635 2.178 -3.973
O -1.237 -1.931 1.091
N -0.594 -0.700 0.804
C -2.397 0.157 -0.610
C -0.337 1.335 -0.373
C 0.747 -0.754 1.370
C 1.770 -1.660 0.684
C -0.508 -0.798 -1.838
C 1.429 0.708 1.202
C -0.912 -0.061 -0.526
C 1.240 1.313 -0.177
C 0.542 -0.975 2.940
H 0.269 -1.995 3.207
H 0.441 -1.325 -1.744
H 1.887 0.801 -0.889
H -1.737 -1.698 1.877
H 1.113 1.413 1.971
H -1.145 -1.662 -2.027
H 1.275 -2.630 0.727
H -3.036 -0.711 -0.444
H -0.510 1.895 -1.292
H -0.780 1.892 0.453
H 2.489 0.493 1.340
H -0.205 -0.271 3.307
H 1.419 -0.695 3.524
H 1.592 2.344 -0.130
H -2.803 0.933 0.039
H 2.768 -1.742 1.113
H -1.217 2.669 -3.393
H 1.888 -1.456 -0.380
H -0.284 -0.147 -2.683
H 0.246 2.406 -3.678
H -2.777 0.673 -1.492
```

Its HOMO energy is -8.356 eV. As for the lowest unoccupied orbital energy: 0.6508 eV. The calculation puts the total energy at -15256.3915 eV. The HOMO-LUMO gap is 9.007 eV. The relative energy (zero: lowest compared OMol25 entry of this formula, charge and spin) comes out at 22.7 kcal/mol. Its spin multiplicity is 1.

Here are the Mulliken charges for atoms 1 to 6, given in e: atom 1 (O): -0.64, atom 2 (O): -0.49, atom 3 (N): 0.32, atom 4 (C): -1.98, atom 5 (C): -1.06, atom 6 (C): 1.60